(1)
5 unconnected molecules or ions with the total composition C38H64ClN4O11S. Source: the Open Molecules 2025 dataset; level of theory: ωB97M-V with the def2-TZVPD basis set.

Cartesian coordinates (Å):
N (-2.75, -1.73, -0.63)
H (-3.76, 1.90, -10.05)
O (-4.81, -0.56, -9.62)
H (2.24, 0.63, 1.18)
H (-0.67, -2.20, 8.61)
C (-1.50, -1.86, 0.06)
H (-1.02, -1.76, -4.78)
C (1.00, -1.26, 1.27)
C (-1.05, 4.27, 0.13)
H (7.34, 3.82, 4.76)
C (5.72, 5.13, 4.22)
C (-4.84, 0.42, -8.93)
H (-4.18, -2.13, 1.00)
H (1.97, 0.80, 9.45)
O (0.69, -1.25, 7.37)
H (-3.32, 2.52, -7.82)
C (-1.46, 5.66, -0.34)
N (-2.11, -3.02, 2.31)
H (-2.19, -2.51, -9.27)
H (-1.32, 5.74, -1.42)
H (-0.51, -3.50, 1.14)
C (4.07, -5.02, -0.54)
H (1.41, -1.77, -3.38)
H (-0.30, -0.64, -2.49)
N (-0.29, -2.13, -0.86)
C (1.85, 0.71, 3.87)
H (1.21, 0.03, -1.06)
C (6.61, 5.00, 6.40)
H (-5.20, -2.26, -1.87)
C (-0.47, -1.72, -2.28)
H (-0.15, 1.25, -0.01)
H (4.84, -5.82, -0.61)
C (-5.20, -1.70, -0.89)
H (-4.03, -3.41, -0.24)
H (-6.15, -1.96, -0.37)
H (1.96, 0.47, 4.97)
H (-1.87, 1.59, 0.22)
O (-0.09, -0.42, 1.65)
H (-2.01, -4.04, 0.41)
H (-1.23, 3.52, -0.63)
C (2.33, -0.43, 1.53)
O (-1.29, -2.99, -7.41)
H (-0.71, -4.66, -4.46)
C (-0.15, -2.47, -4.73)
H (-2.85, -0.94, -1.26)
C (2.57, -0.45, 3.10)
C (6.38, 4.15, 5.17)
O (2.50, 0.01, 6.90)
H (-6.24, 2.05, -7.06)
C (1.04, -1.78, -0.23)
C (0.43, 4.45, 0.38)
H (-1.54, 4.00, 1.07)
H (0.72, -1.06, 10.16)
H (-1.45, 0.57, -1.17)
S (2.75, 2.32, 3.66)
H (-0.26, 7.46, -0.18)
H (-2.95, -3.57, 2.48)
H (0.62, 1.47, 8.48)
C (-0.39, -1.19, 8.33)
H (-1.24, -0.70, 7.86)
C (2.07, -2.98, -0.29)
H (1.04, -2.07, 2.05)
O (6.29, 6.41, 4.54)
C (3.14, -5.02, 0.55)
H (-5.52, 2.19, -9.90)
H (-1.42, -3.20, 3.04)
C (-0.47, 6.55, 0.38)
H (-3.25, -3.41, -8.10)
Cl (-2.64, -0.03, 1.97)
C (2.11, -4.04, 0.75)
O (0.73, 5.76, 0.48)
H (-4.68, 3.62, -8.10)
H (5.75, 5.00, 7.07)
H (-2.50, 5.91, -0.12)
C (0.54, -2.47, -3.29)
H (-1.45, -1.99, -2.73)
H (3.23, -5.82, 1.32)
C (1.12, 0.56, 8.81)
C (-1.26, -0.50, 0.84)
C (0.16, -0.40, 9.50)
H (-5.07, -0.60, -1.05)
C (-5.19, 1.74, -7.10)
H (3.22, -0.95, 1.11)
C (-4.38, 2.57, -8.08)
H (3.07, -2.33, -2.11)
H (5.93, 4.90, 3.18)
H (5.77, 3.26, 5.35)
O (1.75, -0.77, -0.96)
H (-2.13, -4.72, -6.60)
H (0.61, -2.05, -5.44)
H (0.76, 0.79, 3.67)
C (-0.50, -3.91, -5.25)
C (-1.70, -3.74, -6.26)
H (0.36, -4.23, -5.90)
C (6.78, 6.38, 5.81)
H (2.23, 2.82, 2.49)
C (3.08, -3.12, -1.31)
H (1.43, -4.04, 1.62)
C (-1.17, 0.78, -0.12)
H (4.64, 5.19, 4.36)
H (-2.90, -1.66, -7.85)
C (-2.45, -2.63, -8.19)
H (3.67, -0.27, 3.22)
C (1.55, -0.23, 7.60)
O (-5.13, 0.40, -7.60)
H (2.39, -1.47, 3.54)
H (-0.26, -3.17, -0.93)
C (-4.62, 1.84, -9.39)
H (-0.61, 0.09, 10.08)
N (4.02, -4.06, -1.49)
H (7.51, 4.69, 6.94)
H (-2.49, -3.11, -5.75)
H (0.81, -3.49, -2.93)
O (7.24, 7.33, 6.37)
O (1.24, 3.57, 0.52)
C (-1.58, -3.17, 0.96)
H (-4.78, 1.78, -6.09)
H (-0.79, 6.81, 1.38)
C (-3.97, -2.29, -0.08)

Its total charge is +1. The HOMO energy is -10.53 eV. For the frontier orbital gap, the calculation gives 8.2 eV.



(2)
A molecular structure, C42H39BF3GaN8S. Source: the Open Molecules 2025 dataset; level of theory: ωB97M-V with the def2-TZVPD basis set.

Cartesian coordinates (Å):
C (-2.49, 3.13, -2.16)
C (-1.19, -3.44, -3.99)
F (-2.20, 0.94, 4.93)
H (0.10, -0.54, 6.77)
C (2.79, -0.17, 0.12)
C (-0.59, -1.01, -4.67)
H (-3.79, 0.70, -0.78)
H (-3.35, 3.42, -2.76)
C (5.05, 2.50, 1.48)
C (0.00, 0.05, -3.96)
C (2.92, 2.70, 2.57)
H (2.73, -4.26, -1.05)
H (2.89, -3.44, -2.61)
C (1.44, 3.61, -5.76)
H (-2.01, -4.17, 2.28)
H (4.69, -1.24, -0.30)
C (-0.91, -1.64, 3.21)
C (-1.41, -1.44, 5.55)
H (1.69, -0.25, 4.89)
N (-1.07, 1.92, -0.96)
C (-0.67, -2.05, -3.78)
C (3.18, -3.41, -1.56)
H (-1.43, -3.57, -5.05)
C (2.78, -2.13, -0.93)
H (-0.21, 3.41, -7.12)
C (2.43, 1.64, 1.82)
H (4.61, 3.94, 3.00)
C (-3.84, 3.74, 3.64)
H (-0.45, -4.18, -3.70)
C (-0.57, 3.19, -1.01)
C (0.30, 2.99, -6.26)
H (2.99, 3.56, -4.29)
H (-2.06, -4.83, -1.36)
H (-5.15, 5.00, 2.47)
C (0.35, -1.09, 3.45)
C (-2.84, 2.79, 3.59)
H (2.13, 1.48, -3.22)
H (1.03, 4.54, -0.58)
H (-3.70, 0.55, -2.55)
N (1.51, -0.48, -0.14)
N (-0.18, -1.61, -2.60)
C (-4.39, 4.22, 2.46)
C (2.10, 3.07, -4.67)
H (-1.29, 5.01, -1.98)
N (-2.98, 2.75, 1.22)
H (-0.43, -5.28, -0.87)
C (3.24, 1.00, 0.88)
N (1.51, -1.69, -0.80)
H (-4.20, 4.10, 4.59)
H (0.51, 3.57, 0.80)
C (4.23, 3.13, 2.41)
C (-2.25, 1.88, -1.66)
C (3.62, -1.18, -0.37)
H (-2.50, -0.24, -1.52)
H (4.27, -3.50, -1.50)
N (-0.76, -2.55, -0.24)
C (-2.27, 2.28, 4.88)
C (0.46, 1.31, -4.54)
S (-0.98, 1.28, 2.26)
C (4.56, 1.45, 0.72)
C (0.72, -0.69, 4.72)
N (-0.75, -1.58, 0.72)
H (-0.86, -1.03, -5.71)
C (1.61, 1.92, -4.06)
H (1.42, 1.30, 1.98)
B (0.26, -2.42, -1.39)
H (2.27, 3.19, 3.29)
H (1.05, -1.01, 2.62)
C (-1.40, -4.95, -0.50)
H (0.55, -3.52, -1.76)
N (0.21, -0.33, -2.69)
H (1.82, 4.51, -6.23)
H (5.20, 0.97, -0.01)
H (-1.09, 1.38, -6.03)
Ga (-0.37, 0.45, 0.06)
C (0.68, 3.55, -0.28)
C (-1.27, -3.69, 0.27)
C (-0.17, -0.86, 5.77)
C (-2.38, 2.35, 2.33)
H (6.07, 2.82, 1.35)
H (-2.09, -3.60, -3.41)
C (-1.60, -3.46, 1.59)
H (-4.36, 3.95, 0.32)
C (-1.78, -1.83, 4.27)
C (-3.11, 0.66, -1.63)
H (-1.81, -5.73, 0.14)
C (-3.94, 3.66, 1.28)
C (-1.43, 3.97, -1.75)
H (-2.76, -2.27, 4.10)
F (-3.02, 2.65, 5.94)
H (-2.11, -1.56, 6.37)
F (-1.02, 2.75, 5.12)
C (-0.19, 1.85, -5.65)
C (-1.19, -2.15, 1.86)
H (1.47, 2.82, -0.48)

The HOMO energy is -6.89 eV. For the frontier orbital gap, the calculation gives 7.3 eV. The calculation puts the relative energy (zero: lowest compared OMol25 entry of this formula, charge and spin) at 233.3 kJ/mol.



Question: What is the frontier orbital gap in the first record?
Answer: 8.2 eV



Question: frontier orbital gap of number 2 (C42H39BF3GaN8S)?
Answer: 7.3 eV



Question: Which formula does entry 2 have?
Answer: C42H39BF3GaN8S